# 1
C32H38IN3OP | ωB97M-V/def2-TZVPD

The geometry in ORCA input format:
```
! wB97M-V def2-TZVPD RIJCOSX def2/J DEFGRID3
* xyz 1 1
C -2.47 -3.28 -2.53
P -1.10 -2.67 -3.69
O 0.40 -2.77 -2.87
N -1.16 -3.78 -5.08
C -0.26 -4.91 -4.92
N 0.90 -4.96 -5.74
N -0.59 -5.80 -4.01
I 0.56 -7.48 -3.69
H -3.20 -3.96 -3.06
H -3.07 -2.40 -2.17
H -2.06 -3.84 -1.64
H 0.71 -1.84 -2.75
H -0.84 -3.25 -5.89
H 1.13 -3.99 -6.00
H 1.72 -5.29 -5.22
H -1.43 -5.66 -3.44
C 3.27 0.04 -1.57
C 1.99 0.58 -1.55
C 1.39 0.93 -0.35
C 2.08 0.74 0.85
C 3.36 0.20 0.83
C 3.95 -0.15 -0.37
H 3.74 -0.23 -2.51
H 1.46 0.74 -2.49
H 0.39 1.34 -0.34
H 1.61 1.01 1.79
H 3.89 0.05 1.77
H 4.95 -0.58 -0.38
C 0.89 4.03 1.64
C -0.39 4.57 1.66
C -0.99 4.91 2.86
C -0.31 4.72 4.06
C 0.98 4.19 4.04
C 1.57 3.83 2.84
H 1.35 3.76 0.70
H -0.93 4.72 0.72
H -1.99 5.33 2.87
H -0.77 5.00 5.00
H 1.51 4.04 4.98
H 2.57 3.41 2.83
C -3.97 2.24 6.81
C -4.34 2.44 8.14
C -3.45 3.04 9.02
C -2.19 3.45 8.58
C -1.83 3.24 7.25
C -2.72 2.64 6.37
H -4.67 1.77 6.13
H -5.32 2.14 8.48
H -3.73 3.20 10.06
H -1.50 3.92 9.26
H -0.85 3.56 6.90
H -2.43 2.47 5.34
C 5.07 3.53 0.69
C 4.72 4.82 1.07
C 5.67 5.66 1.63
C 6.98 5.22 1.80
C 7.33 3.93 1.42
C 6.38 3.08 0.87
H 4.33 2.87 0.26
H 3.70 5.17 0.93
H 5.40 6.67 1.93
H 7.73 5.88 2.23
H 8.35 3.59 1.55
H 6.65 2.08 0.57
C -5.96 -7.35 -6.76
C -6.32 -6.06 -6.39
C -5.38 -5.20 -5.83
C -4.07 -5.64 -5.65
C -3.70 -6.92 -6.03
C -4.65 -7.78 -6.58
H -6.69 -8.02 -7.19
H -7.34 -5.72 -6.53
H -5.66 -4.20 -5.53
H -3.33 -4.97 -5.22
H -2.68 -7.26 -5.89
H -4.37 -8.79 -6.87
*
```

## Properties
E ... -2120.46710 hartree

Here are the Löwdin charges for atoms 1 to 8, given in e: number 1, C, carries -0.26; number 2, P, carries 0.89; number 3, O, carries -0.33; number 4, N, carries -0.14; number 5, C, carries -0.51; number 6, N, carries 0.15; number 7, N, carries -0.36; number 8, I, carries 1.00

# 2
C10H15Cl2GdNS | ωB97M-V/def2-TZVPD

The geometry in ORCA input format:
```
! wB97M-V def2-TZVPD RIJCOSX def2/J DEFGRID3
* xyz -1 8
Gd -0.11 1.52 2.83
Cl -2.33 2.50 2.29
Cl 0.85 2.20 4.97
C 1.16 -0.02 -0.33
H 1.50 -0.57 0.55
H 1.49 1.02 -0.39
C -0.28 -0.26 -0.75
C 0.95 -0.77 -1.53
H -0.81 -1.03 -0.16
C 1.32 -0.13 -2.84
H 1.15 -1.85 -1.47
C 0.86 1.34 -2.92
H 2.41 -0.18 -2.99
H 0.88 -0.70 -3.67
C -0.63 1.45 -2.63
H 1.45 1.94 -2.24
H 1.04 1.72 -3.94
C -1.13 0.85 -1.30
H -0.98 2.49 -2.72
H -1.15 0.91 -3.43
H -1.25 1.63 -0.53
H -2.14 0.47 -1.48
S -1.66 -2.45 2.13
C -0.31 -2.94 3.13
C 0.30 -1.86 3.71
N -0.27 -0.63 3.32
C -1.34 -0.82 2.49
H -0.04 -3.98 3.27
H 1.12 -1.86 4.41
H -2.05 -0.01 2.26
*
```

## Properties
Relative energy (zero: lowest compared OMol25 entry of this formula, charge and spin) ... 0.000 eV

Here are the Löwdin charges for atoms 1 to 8, given in e: number 1, Gd, carries 0.57; number 2, Cl, carries -0.27; number 3, Cl, carries -0.34; number 4, C, carries -0.15; number 5, H, carries 0.10; number 6, H, carries 0.10; number 7, C, carries -0.22; number 8, C, carries -0.27

# 3
C3H3ClN2O | ωB97M-V/def2-TZVPD

The geometry in ORCA input format:
```
! wB97M-V def2-TZVPD RIJCOSX def2/J DEFGRID3
* xyz 0 1
H -3.03 -0.12 -2.09
N -2.05 -0.21 -1.68
C -1.78 -0.11 -0.49
Cl -2.86 0.38 0.85
C -0.33 -0.42 -0.10
O -0.07 -0.31 1.04
N 0.66 -0.43 -0.99
C 1.66 -0.97 -1.48
H 2.31 -0.20 -1.92
H 1.96 -2.02 -1.64
*
```

## Properties
Relative energy (zero: lowest compared OMol25 entry of this formula, charge and spin) ... 1.996 eV
SMILES string ... [H]/N=C(\Cl)C(=O)N=C

Here are the Löwdin charges for atoms 1 to 8, given in e: number 1, H, carries 0.11; number 2, N, carries 0.12; number 3, C, carries -0.69; number 4, Cl, carries 0.63; number 5, C, carries -0.56; number 6, O, carries 0.08; number 7, N, carries 0.11; number 8, C, carries 0.03